15
Properties=species:S:1:pos:R:3:forces:R:3:mulliken_charge:R:1 method="wB97M-V/def2-TZVPD" de_lowest_kj_mol=462.3 energy_ev=-7827.529 e_homo_ev=-8.84
C -2.18574 0.33548 -0.91255 0.00 -0.01 0.00 -0.924
C -0.69699 -1.79363 1.25104 0.09 0.14 0.39 -0.267
O -0.08654 -0.76771 1.81072 -0.15 -0.35 -0.12 -0.219
C 0.70898 0.04040 0.99567 0.35 0.03 -0.37 0.190
N 1.48949 -0.44840 0.15566 -0.34 0.20 0.42 -0.353
C 2.30089 0.46605 -0.61981 0.13 0.12 -0.13 -0.732
H -2.29482 0.91407 0.01043 0.01 -0.07 -0.14 0.222
H -1.68494 0.94647 -1.66828 -0.07 -0.08 0.10 0.244
H -3.17735 0.05186 -1.27407 0.14 0.06 0.04 0.297
H -1.18098 -2.25803 2.14456 0.06 0.03 -0.14 0.134
H -1.60148 -0.56778 -0.71045 -0.11 0.18 -0.08 0.191
H 0.57082 1.09250 1.26115 0.03 -0.13 -0.07 0.386
H 2.00639 0.38966 -1.67100 0.05 -0.01 0.14 0.261
H 3.34652 0.15268 -0.54914 -0.15 0.05 -0.02 0.269
H 2.22043 1.51749 -0.30441 -0.02 -0.16 -0.03 0.301